Computed, not measured: 13 unconnected molecules or ions with the total composition H26O13 at a distorted geometry, with the ωB97M-V functional and the def2-TZVPD basis.

Geometry as XYZ:
```
39
Properties=species:S:1:pos:R:3
O 0.829 -0.730 -4.357
O 3.014 -0.661 -0.157
O 0.950 -1.356 -1.358
O 1.909 2.422 1.846
O -2.573 -0.737 1.962
O 0.842 2.365 -0.752
O -3.090 0.515 -1.790
O 0.745 -0.289 2.928
O -0.643 1.763 -2.898
O -0.886 0.085 0.030
O 1.717 -2.653 1.711
O -1.819 1.890 2.753
O -1.125 -2.442 -0.099
H -2.435 1.738 3.491
H 0.738 2.449 0.187
H -2.546 -0.055 -1.210
H -0.261 -0.588 0.287
H -2.490 1.016 -2.372
H 1.129 -2.280 -1.172
H 1.741 -0.832 -1.056
H 1.463 3.081 2.391
H 3.412 -1.532 0.098
H -1.461 1.503 -3.336
H -1.732 -1.012 1.580
H 2.443 1.887 2.447
H -0.097 1.006 -3.198
H 0.275 -1.323 -3.821
H 0.094 2.443 -1.349
H -0.517 0.894 -0.326
H 1.519 -0.749 -3.673
H -0.333 -2.851 0.272
H -2.529 1.653 2.134
H 1.030 0.455 2.373
H 1.298 -1.767 1.853
H 3.692 -0.109 0.267
H -1.280 -2.834 -0.963
H 1.600 -3.036 2.587
H -0.200 -0.189 2.724
H -3.054 -0.521 1.154
```

Properties
* total energy: -27038.949 eV
* highest occupied orbital energy: -10.53 eV
* max |F|: 2.93 eV/Å
* energy relative to the best compared isomer or geometry (same formula, charge and spin): 289.3 kJ/mol



Computed, not measured: 13 unconnected molecules or ions with the total composition H26O13, with the ωB97M-V functional and the def2-TZVPD basis.

Geometry as XYZ:
```
39
Properties=species:S:1:pos:R:3
O -2.180 -1.413 1.974
O -0.382 0.287 0.073
O -0.126 -1.958 -2.662
O 1.324 0.280 2.541
O 2.213 0.629 -2.172
O -3.144 1.818 0.620
O -1.288 1.379 2.845
O -2.604 3.487 -1.603
O 2.551 -1.679 -0.098
O -0.492 0.802 -2.971
O 0.788 -3.837 0.004
O 0.275 -2.566 2.464
O 1.709 2.470 0.801
H -1.675 3.284 -1.424
H 3.393 -2.086 -0.333
H -0.418 0.627 -0.832
H 1.056 3.093 1.138
H -0.187 -2.474 -3.472
H 2.581 1.415 -1.742
H 1.379 1.599 1.094
H -2.614 3.804 -2.511
H -3.299 0.965 0.203
H -0.387 1.026 2.752
H -3.035 -1.287 2.399
H 2.229 0.585 2.686
H -3.073 2.443 -0.123
H 1.156 -2.925 -0.004
H 2.977 0.120 -2.464
H -1.642 1.410 1.939
H 0.487 0.815 -2.913
H 2.781 -0.802 0.233
H 1.284 -0.606 2.951
H 0.284 -0.414 0.045
H -0.587 -2.132 2.292
H -0.698 1.394 -3.703
H -0.370 -1.046 -2.917
H -2.235 -0.926 1.143
H 1.557 -4.414 0.042
H 0.408 -3.168 1.702
```

Properties
* total energy: -27040.549 eV
* highest occupied orbital energy: -9.54 eV
* max |F|: 0.93 eV/Å
* energy relative to the best compared isomer or geometry (same formula, charge and spin): 134.9 kJ/mol



Computed, not measured: 13 unconnected molecules or ions with the total composition H26O13 at a distorted geometry, with the ωB97M-V functional and the def2-TZVPD basis.

Geometry as XYZ:
```
39
Properties=species:S:1:pos:R:3
O 0.830 -3.367 -3.835
O 2.538 -0.074 1.378
O -0.610 3.037 1.826
O -2.178 -1.329 -2.371
O 3.189 0.236 -1.577
O -4.662 -0.128 1.160
O -0.896 -1.941 1.368
O -4.657 -1.855 -1.979
O -0.296 -0.146 -0.786
O 1.497 3.745 2.254
O 2.851 -2.929 -1.910
O 2.701 1.131 3.091
O -0.556 3.615 -0.215
H -0.053 2.250 1.816
H 3.495 0.038 1.387
H -3.825 -1.510 -1.634
H 1.236 -2.799 -3.171
H 0.287 -3.977 -3.323
H -1.155 4.104 0.360
H 2.586 -0.444 -1.898
H 2.264 4.149 2.676
H -0.806 -0.738 -0.222
H 2.019 -3.264 -1.557
H 1.973 1.723 2.871
H -2.663 -1.557 -3.172
H -3.897 -0.338 0.613
H -0.723 3.231 2.764
H -4.534 -0.659 1.955
H -5.299 -1.166 -1.773
H 0.263 3.562 0.290
H 2.353 -0.434 0.503
H -0.505 -1.355 2.026
H 3.485 1.688 3.026
H -1.193 -2.702 1.880
H 3.010 -3.472 -2.691
H -1.274 -1.191 -2.676
H -0.448 0.728 -0.408
H 1.016 3.338 2.983
H 2.634 0.799 -1.025
```

Properties
* total energy: -27036.696 eV
* highest occupied orbital energy: -10.33 eV
* max |F|: 3.97 eV/Å
* energy relative to the best compared isomer or geometry (same formula, charge and spin): 506.6 kJ/mol



Computed, not measured: 13 unconnected molecules or ions with the total composition H26O13 at a distorted geometry, with the ωB97M-V functional and the def2-TZVPD basis.

Geometry as XYZ:
```
39
Properties=species:S:1:pos:R:3
O -1.225 3.539 -0.509
O -0.054 0.937 2.911
O -2.651 0.729 -0.423
O -2.159 -1.627 -1.792
O -0.158 0.110 0.200
O 2.281 -1.513 1.222
O 1.161 2.281 -0.978
O -1.847 2.711 1.941
O 0.495 -2.005 -1.792
O 1.762 0.232 -2.539
O -1.536 -3.311 0.318
O 0.988 3.242 1.913
O 1.151 -4.298 0.756
H 2.938 -2.091 0.914
H -0.375 3.414 -0.891
H 1.387 1.717 -1.753
H 1.293 -3.362 0.884
H -1.381 4.478 -0.524
H -0.477 0.528 2.143
H -1.537 2.984 1.041
H 1.933 2.808 -0.818
H -3.124 -0.016 -0.753
H 1.143 -0.475 -2.291
H 0.611 0.275 3.254
H 1.748 2.730 1.664
H 0.359 -0.702 -0.084
H 0.211 -2.485 -2.600
H 1.040 -4.424 -0.185
H 1.125 4.107 1.546
H -1.287 -1.414 -1.813
H 1.799 0.310 -3.502
H 0.238 0.909 -0.159
H -1.382 -4.209 0.591
H -1.143 -2.711 0.944
H -2.305 -2.227 -1.087
H -1.822 0.347 -0.115
H 2.197 -1.407 2.143
H -2.707 2.329 1.856
H 1.312 -2.438 -1.632
```

Properties
* total energy: -27038.787 eV
* highest occupied orbital energy: -8.89 eV
* max |F|: 4.62 eV/Å
* energy relative to the best compared isomer or geometry (same formula, charge and spin): 304.9 kJ/mol



Computed, not measured: a molecular structure, H26O13 at a distorted geometry, with the ωB97M-V functional and the def2-TZVPD basis.

Geometry as XYZ:
```
39
Properties=species:S:1:pos:R:3
O -4.322 0.602 -2.156
O 3.325 -0.841 0.579
O 3.130 -1.314 2.734
O 0.477 -0.958 -2.217
O -2.864 -3.318 0.887
O 2.654 -0.559 -1.954
O -1.413 0.196 -1.496
O -2.211 -1.037 -0.702
O 0.399 1.429 0.741
O -0.521 -1.239 1.297
O 1.053 4.927 0.267
O 5.164 0.451 -0.395
O -4.892 1.887 2.435
H -2.324 -2.607 1.251
H 0.416 -0.189 -2.794
H 4.660 -0.240 -0.839
H 1.635 4.193 0.038
H -1.623 -1.702 -1.079
H -0.415 0.996 1.021
H 1.647 5.681 0.344
H -3.093 -1.334 -0.953
H -5.045 1.194 3.088
H -3.227 -2.946 0.076
H 2.413 -0.594 0.387
H -4.760 0.185 -1.405
H 3.510 -1.555 -0.041
H 4.493 1.079 -0.102
H -1.149 -1.588 0.655
H 3.287 -2.251 2.897
H 2.156 -0.175 -2.685
H -3.672 1.189 -1.752
H 3.233 -1.203 -2.377
H -4.279 1.486 1.808
H -1.307 0.315 -0.546
H -1.232 1.069 -1.863
H 0.949 -0.634 -1.442
H 2.825 -0.975 3.583
H -0.025 -2.014 1.585
H 1.094 0.815 1.003
```

Properties
* total energy: -27032.010 eV
* highest occupied orbital energy: -9.04 eV
* max |F|: 13.58 eV/Å
* energy relative to the best compared isomer or geometry (same formula, charge and spin): 958.8 kJ/mol



Computed, not measured: 13 unconnected molecules or ions with the total composition H26O13, with the ωB97M-V functional and the def2-TZVPD basis.

Geometry as XYZ:
```
39
Properties=species:S:1:pos:R:3
O 0.991 2.387 -5.295
O 2.008 -1.809 -5.371
O -5.351 -1.733 -0.119
O -5.143 2.808 -2.173
O 1.072 -1.055 6.001
O 5.961 1.003 2.472
O -0.227 0.591 -0.200
O -4.505 1.112 3.985
O -1.431 -3.852 -2.624
O -1.924 4.586 1.592
O 2.960 -3.192 1.725
O -1.195 -3.906 3.342
O 3.947 3.725 -1.517
H -4.081 1.962 3.863
H -5.600 -1.012 -0.698
H -4.465 -1.967 -0.394
H -4.480 3.218 -1.618
H 0.847 2.847 -6.122
H 6.743 0.781 2.976
H -0.346 -3.705 2.949
H -3.965 0.500 3.484
H 0.536 0.175 0.201
H 1.374 -1.011 5.094
H 6.088 0.569 1.628
H 1.721 -0.896 -5.367
H 4.753 3.330 -1.850
H -1.368 5.248 2.002
H 3.880 -3.223 1.986
H -1.782 -4.485 -3.251
H 2.927 -3.679 0.902
H -1.334 3.854 1.411
H -0.280 0.204 -1.074
H 1.592 2.952 -4.808
H 1.747 -2.139 -6.230
H -1.191 -4.857 3.449
H 0.895 -1.984 6.150
H 3.941 3.506 -0.585
H -4.813 2.922 -3.065
H -0.504 -3.777 -2.853
```

Properties
* total energy: -27038.592 eV
* highest occupied orbital energy: -10.85 eV
* max |F|: 0.36 eV/Å
* energy relative to the best compared isomer or geometry (same formula, charge and spin): 323.7 kJ/mol



- Which of these has the highest energy relative to the best compared isomer or geometry (same formula, charge and spin)?
  number 5



- The highest highest occupied orbital energy belongs to which entry?
  number 4